Entry 1:
The following is a quantum chemistry calculation of a cluster of 9 separate species, C69H155N9O13 in total, from the OMol25 dataset.

Calculated values
structure (SMILES)	CC1(C)CCCC(C)(C)N1O.CC1(C)CCCC(C)(C)N1O.CC1(C)CCCC(C)(C)N1O.CC1(C)CCCC(C)(C)N1O.CC1(C)CCCC(C)(C)N1O.COCCNCCOC.COCCNCCOC.COCCNCCOC.COCCNCCOC
relative energy (zero: lowest compared OMol25 entry of this formula, charge and spin)	140.51	kcal per mole
DFT total energy	-114078.18273	eV
HOMO energy	-8.066	eV

The geometry in ORCA input format:
```
! wB97M-V def2-TZVPD RIJCOSX def2/J DEFGRID3
* xyz 0 1
C 5.4716 1.6156 1.5322
C 6.2701 2.8314 2.0438
C 6.7376 2.5637 3.4624
C 7.5591 2.9583 1.1345
C 7.4433 3.6724 -0.2174
C 6.8040 5.0765 -0.0154
C 5.4663 4.9212 0.7491
C 5.1478 6.3778 1.1830
C 4.3577 4.4202 -0.2129
N 5.5151 4.0872 1.9666
O 4.3663 4.1956 2.8044
H 5.3653 1.6862 0.4497
H 5.9025 0.6600 1.8310
H 4.4240 1.6298 1.8330
H 5.8998 2.3620 4.1299
H 7.5396 1.8256 3.4604
H 7.2984 3.3029 4.0344
H 8.3752 3.4232 1.6875
H 7.8267 1.9519 0.8124
H 8.4755 3.6583 -0.5674
H 6.8883 3.0514 -0.9206
H 6.7184 5.5585 -0.9893
H 7.5121 5.7522 0.4642
H 4.0702 6.5180 1.2676
H 5.5101 7.0909 0.4425
H 5.5723 6.5831 2.1657
H 4.3961 5.0770 -1.0819
H 3.3933 4.4279 0.2951
H 4.5543 3.4221 -0.6046
H 4.6187 4.8190 3.4894
C 5.2732 -2.6753 9.1321
C 5.9028 -2.4222 7.7179
C 7.2193 -1.6102 7.7406
C 6.2712 -3.8939 7.1677
C 6.4162 -4.0028 5.6483
C 5.1950 -3.4096 4.9641
C 4.8982 -1.8778 5.3765
C 5.8783 -0.9489 4.6876
C 3.5153 -1.6436 4.9281
N 4.8494 -1.8440 6.8702
O 4.3575 -0.5615 7.3212
H 5.2285 -1.7363 9.6838
H 4.2597 -3.0576 9.0102
H 5.8108 -3.2872 9.8565
H 7.0198 -0.5491 7.8903
H 7.9320 -1.8699 8.5233
H 7.7765 -1.8295 6.8298
H 7.2618 -4.2454 7.4561
H 5.5309 -4.6007 7.5427
H 7.3409 -3.6193 5.2171
H 6.4496 -5.0789 5.4782
H 4.2548 -3.9462 5.0914
H 5.1767 -3.3583 3.8754
H 6.8512 -1.4273 4.8003
H 5.7995 0.0504 5.1158
H 5.6590 -0.8685 3.6229
H 3.3560 -1.7986 3.8610
H 3.1717 -0.6257 5.1126
H 2.8896 -2.2906 5.5429
H 3.4844 -0.8265 7.6195
C -6.8945 4.1220 -1.8922
C -7.1307 3.8684 -0.3578
C -8.5614 4.1112 0.2512
C -6.8689 2.3436 -0.1323
C -5.4276 1.9282 -0.2570
C -4.4693 2.7816 0.7242
C -4.7065 4.3418 0.5199
C -4.1707 4.9197 1.8451
C -3.9163 4.8553 -0.7373
N -6.1935 4.6773 0.5163
O -6.4969 6.0291 0.4598
H -6.5606 5.1434 -2.0746
H -6.1400 3.5525 -2.4348
H -7.7466 4.0314 -2.5659
H -9.0634 4.9379 -0.2516
H -9.2441 3.2919 0.0258
H -8.6028 4.4771 1.2771
H -7.2361 2.1316 0.8719
H -7.6213 1.8324 -0.7327
H -5.4747 0.8739 0.0154
H -5.0674 2.0167 -1.2820
H -3.4219 2.5426 0.5402
H -4.7250 2.4661 1.7357
H -3.1154 4.6466 1.8471
H -4.6904 4.4966 2.7047
H -4.2607 6.0060 1.8520
H -4.1376 4.1983 -1.5785
H -2.8341 4.8893 -0.6110
H -4.1301 5.8902 -1.0044
H -6.3198 6.2449 -0.4588
C -0.5088 1.0665 -10.4859
C -0.8729 2.0821 -9.3351
C -1.8294 3.2117 -9.9139
C -1.5148 1.2719 -8.1961
C -1.5934 1.8952 -6.8097
C -0.1730 2.3111 -6.4350
C 0.6174 3.1323 -7.5195
C 0.2340 4.5801 -7.4698
C 2.1088 2.9650 -7.1987
N 0.4570 2.6296 -8.8556
O 0.9397 3.4803 -9.8293
H -1.3534 0.6708 -11.0500
H 0.0264 1.5894 -11.2785
H 0.1294 0.2391 -10.1756
H -2.8285 2.7906 -10.0257
H -2.1598 4.0944 -9.3663
H -1.5280 3.5309 -10.9115
H -2.5674 1.1159 -8.4323
H -1.0761 0.2800 -8.3044
H -2.1469 2.8312 -6.7343
H -2.0871 1.0886 -6.2676
H 0.4747 1.4777 -6.1632
H -0.2751 2.8740 -5.5071
H 0.7464 5.1240 -8.2634
H 0.4478 5.0272 -6.4990
H -0.8212 4.7036 -7.7131
H 2.7572 3.6211 -7.7793
H 2.5290 1.9679 -7.3309
H 2.3888 3.0781 -6.1514
H 1.7949 3.0605 -9.9479
C -2.4227 0.5411 4.8929
C -3.3952 1.4741 5.5975
C -4.2870 2.0191 4.4417
C -4.2142 0.6318 6.6798
C -4.8989 1.3680 7.7802
C -3.8888 2.2974 8.4025
C -3.1023 3.2550 7.4471
C -4.1250 4.3747 7.0111
C -1.9321 3.8663 8.3136
N -2.5841 2.4716 6.3019
O -1.8378 3.1903 5.3934
H -1.8080 1.0609 4.1580
H -1.8241 -0.0180 5.6121
H -2.9388 -0.1398 4.2161
H -5.1117 2.6585 4.7567
H -3.6683 2.5740 3.7365
H -4.7342 1.2429 3.8207
H -4.9541 -0.0182 6.2127
H -3.5510 -0.0172 7.2517
H -5.7313 1.8747 7.2918
H -5.2789 0.6483 8.5053
H -3.0857 1.6873 8.8157
H -4.2020 2.8450 9.2914
H -3.7175 5.0616 6.2694
H -4.5175 4.9715 7.8344
H -4.9995 3.9171 6.5484
H -2.1642 4.3496 9.2626
H -1.2827 4.5741 7.7984
H -1.2385 3.0719 8.5894
H -0.9975 2.7287 5.4427
C -2.5937 -6.2301 -0.3101
O -2.8914 -6.2803 1.0753
C -4.2347 -5.9737 1.4778
C -4.5183 -4.5022 1.5406
N -4.9594 -3.9445 0.2700
C -4.8182 -2.5140 0.1563
C -3.3607 -2.0122 0.1029
O -2.8094 -2.8738 -0.8965
C -1.5026 -2.5379 -1.2958
H -2.6611 -5.3010 -0.8760
H -3.2524 -6.9568 -0.7856
H -1.5741 -6.5899 -0.4475
H -4.3015 -6.3845 2.4852
H -4.9915 -6.4584 0.8609
H -3.6094 -4.0111 1.8881
H -5.3671 -4.2585 2.1796
H -4.2020 -4.1220 -0.3741
H -5.3845 -1.9357 0.8862
H -5.3619 -2.4034 -0.7819
H -2.8354 -2.2382 1.0308
H -3.4130 -0.9417 -0.0956
H -1.1805 -3.3544 -1.9421
H -0.7157 -2.4207 -0.5507
H -1.5826 -1.6458 -1.9170
C 7.7937 -6.0161 -1.2839
O 6.4836 -6.6065 -1.4679
C 6.2231 -7.2679 -2.7062
C 4.8630 -8.0387 -2.6822
N 3.7359 -7.1362 -2.5821
C 3.3100 -6.5479 -3.8682
C 2.2155 -5.4745 -3.5688
O 2.7450 -4.3209 -2.9011
C 1.8781 -3.2393 -2.6952
H 8.2122 -6.2914 -0.3158
H 7.5253 -4.9610 -1.2319
H 8.5092 -6.2061 -2.0839
H 6.9866 -8.0104 -2.9383
H 6.2203 -6.5070 -3.4867
H 4.8825 -8.6909 -1.8091
H 4.6678 -8.7862 -3.4512
H 4.0907 -6.3637 -2.0367
H 2.8670 -7.2943 -4.5275
H 4.1826 -6.2008 -4.4217
H 1.4275 -5.8487 -2.9152
H 1.6899 -5.1189 -4.4550
H 1.1845 -3.0727 -3.5193
H 2.5089 -2.3566 -2.5903
H 1.3477 -3.2683 -1.7434
C -0.9998 -6.8315 -4.4396
O -1.1257 -5.4895 -4.7872
C -2.4685 -4.9601 -4.7447
C -2.3935 -3.4020 -4.7498
N -3.6631 -2.7826 -4.4691
C -3.7012 -1.3472 -4.7537
C -5.0658 -0.6861 -4.5230
O -5.3645 -0.7866 -3.1348
C -6.6985 -1.1174 -2.8722
H -0.0984 -7.2500 -4.8875
H -1.7783 -7.4434 -4.8951
H -1.0013 -7.0283 -3.3675
H -2.9771 -5.4609 -3.9209
H -2.9232 -5.2918 -5.6782
H -1.9504 -3.0392 -5.6773
H -1.7103 -3.1153 -3.9503
H -3.8952 -2.8641 -3.4895
H -3.4151 -1.1762 -5.7915
H -2.9438 -0.7928 -4.1997
H -5.7313 -1.2104 -5.2088
H -5.1185 0.3805 -4.7411
H -7.4224 -0.6424 -3.5345
H -7.0985 -0.8944 -1.8831
H -6.7944 -2.1956 -3.0006
C -2.2126 1.3843 -1.9759
O -0.9698 1.0079 -2.6324
C 0.0493 1.9589 -2.3126
C 1.3961 1.2147 -2.2110
N 1.3761 0.0017 -1.4317
C 1.7154 0.1344 -0.0135
C 1.3098 -1.1144 0.8344
O 0.0828 -0.7931 1.4992
C -0.4834 -1.8839 2.2832
H -2.4633 2.4299 -2.1543
H -2.1193 1.1815 -0.9090
H -3.0534 0.8175 -2.3756
H -0.1421 2.6188 -1.4665
H -0.0138 2.5092 -3.2514
H 2.2665 1.7720 -1.8649
H 1.6622 0.9035 -3.2211
H 0.4071 -0.2753 -1.3644
H 1.1845 1.0004 0.3819
H 2.7675 0.3613 0.1592
H 2.0426 -1.2714 1.6259
H 1.2363 -2.0452 0.2720
H -1.4859 -1.5954 2.5992
H -0.0930 -2.2286 3.2407
H -0.6521 -2.8103 1.7341
*
```

---

Entry 2:
The following is a quantum chemistry calculation of a structure of composition C12H9Cl2InO3S4, from the OMol25 dataset.

Calculated values
DFT total energy	-92276.27689	eV
HOMO energy	-7.307	eV

The geometry in ORCA input format:
```
! wB97M-V def2-TZVPD RIJCOSX def2/J DEFGRID3
* xyz 0 1
In -1.6884 0.3733 1.7831
O 4.3540 -1.3079 4.7272
C 3.3358 -0.9939 4.1844
S 3.2375 0.0611 2.7677
C 1.4862 0.0519 2.6356
C 0.7843 -0.6967 3.5120
S -0.9363 -0.9945 3.6639
S 1.7301 -1.5618 4.7024
S 0.8818 1.0835 1.3432
C -0.2930 4.2947 -0.8688
C -1.6103 2.3712 -1.2206
O -0.5679 2.8470 -0.7376
C -0.5631 0.5945 -2.7545
C -0.1685 -0.5711 -3.4989
C 0.1710 -1.8227 -3.1152
C 0.2401 -2.5628 -1.8613
C 0.4089 -2.4045 -0.5421
C -0.1453 -0.1729 0.3981
O 0.5703 -1.3099 0.2970
H 0.4813 4.4968 -0.1390
H -1.2077 4.8395 -0.6598
H 0.0554 4.4463 -1.8850
H -0.0730 -0.3764 -4.5626
H 0.4573 -2.4651 -3.9415
H 0.2514 -3.6310 -2.0592
H 0.5694 -3.2863 0.0624
Cl -1.0645 0.2938 -1.2946
C -2.2819 -0.8219 -0.9762
Cl -3.5071 1.7648 2.1048
H -2.1682 -1.4859 -0.1408
H -2.7398 -1.0529 -1.9242
*
```

---

Entry 3:
The following is a quantum chemistry calculation of an isolated molecule of C5H8N2, from the OMol25 dataset.

Calculated values
structure (SMILES)	C[C@H]1N[C@]1(C)C#N
relative energy (zero: lowest compared OMol25 entry of this formula, charge and spin)	33.13	kcal per mole
DFT total energy	-8293.55949	eV
HOMO energy	-10.178	eV

The geometry in ORCA input format:
```
! wB97M-V def2-TZVPD RIJCOSX def2/J DEFGRID3
* xyz 0 1
C 1.7710 -0.8906 -0.0867
C 0.8897 0.2973 0.2415
N 0.2673 0.8309 -0.9556
C -0.6153 0.3797 0.1173
C -1.5661 -0.7771 -0.1098
C -1.2421 1.5259 0.7778
N -1.7324 2.5089 1.1446
H 2.3868 -1.2301 0.7462
H 1.2309 -1.7492 -0.4997
H 2.4455 -0.5302 -0.8722
H 1.3055 0.9910 0.9795
H 0.2951 1.8439 -0.9990
H -1.0429 -1.6425 -0.5217
H -2.0271 -1.0647 0.8407
H -2.3659 -0.4931 -0.8029
*
```

---

Entry 4:
The following is a quantum chemistry calculation of a structure of composition C24H40AlF13NO5, from the OMol25 dataset.

Calculated values
DFT total energy	-79189.83962	eV
HOMO energy	-3.749	eV

The geometry in ORCA input format:
```
! wB97M-V def2-TZVPD RIJCOSX def2/J DEFGRID3
* xyz -1 1
N 9.1932 1.8677 -0.7820
C 8.5771 3.1233 -0.2577
Al 6.8331 3.7064 -1.1761
C 5.6726 4.5696 0.2703
C 4.3317 5.1563 -0.2080
C 3.1634 4.2032 -0.0864
F 3.1811 3.5833 1.1229
F 3.1894 3.2691 -1.0612
C 1.7952 4.9651 -0.1400
F 1.9047 6.0927 -0.8880
F 1.4530 5.3520 1.1126
C 0.5981 4.1985 -0.7631
F 0.8631 3.8210 -2.0338
F -0.4447 5.0767 -0.8207
C 0.0667 2.9943 0.0419
F 1.0610 2.1582 0.3981
F -0.5163 3.4427 1.1804
C -0.9822 2.1480 -0.7242
F -0.3365 1.2994 -1.5471
F -1.8096 2.8928 -1.4715
C -1.8741 1.2863 0.2051
F -1.1643 0.6271 1.1265
F -2.5164 0.3652 -0.5376
F -2.8208 2.0233 0.8073
H 9.2467 1.8908 -1.7878
H 8.6222 1.0911 -0.4940
H 9.3168 3.9239 -0.2081
H 8.3058 2.9207 0.7832
H 7.2013 4.8796 -2.2379
H 6.1138 2.4242 -1.8472
H 6.2555 5.4080 0.6519
H 5.5616 3.8800 1.1055
H 4.4156 5.4446 -1.2546
H 4.1097 6.0660 0.3477
C -2.2849 1.7210 4.3246
C -2.6664 0.9053 5.5368
O -2.7023 1.3963 6.6409
C -3.0061 -0.5479 5.3077
H -2.0706 2.7429 4.6286
H -1.3983 1.2978 3.8501
H -3.1069 1.7275 3.6068
H -2.1540 -1.0778 4.8771
H -3.8562 -0.6290 4.6280
H -3.2660 -1.0084 6.2581
C -0.5912 -2.6078 0.6897
C -0.9819 -3.4073 1.9041
O -1.0224 -2.9096 3.0067
C -1.3211 -4.8579 1.6742
H -0.3712 -1.5886 0.9900
H 0.2938 -3.0423 0.2227
H -1.4090 -2.6058 -0.0330
H -0.4608 -5.3778 1.2468
H -2.1639 -4.9357 0.9850
H -1.5877 -5.3249 2.6204
C -6.9675 1.8323 0.0859
C -6.7358 1.8529 -1.4061
O -7.6438 1.7087 -2.1897
C -5.3146 2.0617 -1.8659
H -8.0245 1.6751 0.2870
H -6.3921 1.0249 0.5420
H -6.6565 2.7811 0.5258
H -4.6753 1.2638 -1.4872
H -4.9432 3.0216 -1.5026
H -5.2809 2.0601 -2.9530
C 0.1139 -8.7886 0.6735
C 0.8134 -7.9472 -0.3678
O 1.3525 -6.9064 -0.0806
C 0.8048 -8.4676 -1.7846
H 0.1929 -8.3041 1.6440
H -0.9402 -8.9026 0.4156
H 0.5754 -9.7757 0.7286
H -0.2221 -8.5682 -2.1393
H 1.2939 -9.4421 -1.8286
H 1.3369 -7.7718 -2.4285
C -2.2667 -1.3105 -2.9064
C -1.5694 -2.5747 -3.3430
O -1.6787 -3.6043 -2.7175
C -0.7284 -2.4949 -4.5930
H -2.8304 -1.5113 -2.0021
H -1.5354 -0.5304 -2.7124
H -2.9529 -0.9765 -3.6874
H 0.0661 -1.7587 -4.4622
H -1.3481 -2.2016 -5.4418
H -0.2837 -3.4666 -4.7943
*
```

---

Entry 5:
The following is a quantum chemistry calculation of an isolated molecule of C5H7NO, from the OMol25 dataset.

Calculated values
relative energy (zero: lowest compared OMol25 entry of this formula, charge and spin)	96.96	kcal per mole
DFT total energy	-8831.99803	eV
HOMO energy (alpha / beta)	-10.691 / -10.251	eV

The geometry in ORCA input format:
```
! wB97M-V def2-TZVPD RIJCOSX def2/J DEFGRID3
* xyz 0 1
C -1.5810 0.2485 0.3546
C -0.6142 -0.8965 0.1030
C 0.7676 -0.4175 -0.3375
C 1.5549 0.3962 0.5714
O 1.7312 -1.3628 -0.2472
C 0.7116 0.5105 -1.4962
N 0.7138 1.3734 -2.2660
H -1.2152 0.9245 1.1379
H -2.5461 -0.1377 0.6866
H -1.7388 0.8407 -0.5517
H -0.4999 -1.5307 0.9921
H -0.9690 -1.5502 -0.7012
H 2.5424 0.7036 0.2640
H 1.1230 0.8953 1.4543
*
```

---

Entry 6:
The following is a quantum chemistry calculation of a cluster of 6 separate species, C25H59N6O10P2 in total, from the OMol25 dataset.

Calculated values
DFT total energy	-74871.29327	eV
HOMO energy	-10.851	eV

The geometry in ORCA input format:
```
! wB97M-V def2-TZVPD RIJCOSX def2/J DEFGRID3
* xyz 1 1
C 3.5867 0.4916 -0.6309
C 2.4872 -0.2940 0.1003
C 2.4875 0.0157 1.5986
C 1.0911 -0.1179 -0.5160
C 1.0237 -0.6227 -1.9509
C 0.6277 1.3212 -0.4351
O -0.8145 1.3584 -0.6474
C -1.3731 2.5789 -0.4226
C -2.3872 2.9743 -1.4784
O -2.8713 4.2704 -1.2213
C -3.3666 4.4647 0.0991
C -3.4652 3.1873 0.9028
N -2.0906 2.5570 0.9756
P -2.2114 1.0192 1.9947
P -2.9079 -0.6323 0.6860
O -3.7154 -1.4366 1.5958
O -1.7028 -1.3799 -0.0237
O -3.6188 0.0981 -0.5346
H 3.2201 1.4222 -1.0729
H 4.3908 0.7647 0.0542
H 4.0314 -0.0877 -1.4403
H 2.7137 -1.3575 -0.0244
H 3.3835 -0.4066 2.0528
H 2.5281 1.0891 1.7980
H 1.6199 -0.4084 2.1104
H 0.4017 -0.7002 0.1057
H 0.0103 -0.5702 -2.3570
H 1.3565 -1.6599 -2.0187
H 1.6683 -0.0370 -2.6086
H 1.0841 1.9381 -1.2135
H 0.8472 1.7697 0.5404
H -0.6406 3.3866 -0.3268
H -3.1951 2.2387 -1.5533
H -1.8610 3.0069 -2.4313
H -4.3556 4.9216 0.0328
H -2.6819 5.1357 0.6267
H -4.1565 2.4480 0.4994
H -3.7661 3.4258 1.9219
H -1.5378 3.1727 1.5803
H -0.8412 0.6849 1.9040
H -1.5736 -2.2751 0.3330
H -3.2423 -0.1347 -1.3981
C 0.6929 -4.9812 -2.8233
O 1.5570 -4.1551 -2.6054
N -0.3511 -5.2274 -2.0064
C -1.3675 -6.2045 -2.3313
C -0.4425 -4.4907 -0.7585
H 0.6838 -5.6057 -3.7337
H -2.3542 -5.7410 -2.4016
H -1.4113 -6.9956 -1.5801
H -1.1337 -6.6606 -3.2922
H -0.4834 -3.4149 -0.9548
H 0.4188 -4.6693 -0.1159
H -1.3459 -4.8105 -0.2392
C 0.4720 0.5206 4.8076
O 1.5536 1.0165 4.5612
N 0.3009 -0.6938 5.3656
C -1.0096 -1.2468 5.6306
C 1.4863 -1.4632 5.7076
H -0.4885 1.0183 4.5791
H -1.1487 -1.4420 6.6953
H -1.1616 -2.1807 5.0854
H -1.7718 -0.5342 5.3151
H 2.1074 -0.9199 6.4195
H 2.0868 -1.6604 4.8182
H 1.1729 -2.4074 6.1476
C 0.8032 -2.0723 -5.2111
O 1.4943 -1.1072 -4.9481
N -0.2572 -2.0324 -6.0498
C -1.0534 -3.2046 -6.3309
C -0.5804 -0.7738 -6.6942
H 0.9985 -3.0654 -4.7801
H -1.0267 -3.4623 -7.3918
H -2.0968 -3.0595 -6.0399
H -0.6538 -4.0469 -5.7667
H 0.2570 -0.4171 -7.2944
H -0.8063 -0.0035 -5.9550
H -1.4459 -0.9201 -7.3373
C 2.2468 -4.7258 2.6819
O 1.5776 -4.0948 1.8782
N 3.5280 -4.4528 2.9798
C 4.2752 -5.2159 3.9568
C 4.1655 -3.3389 2.2958
H 1.8462 -5.5918 3.2335
H 4.6085 -4.5800 4.7791
H 5.1509 -5.6840 3.5042
H 3.6382 -6.0001 4.3631
H 3.5794 -2.4353 2.4544
H 4.2133 -3.5189 1.2211
H 5.1705 -3.2069 2.6888
C -0.8232 7.6404 0.8546
O -1.1278 6.4670 1.0309
N -1.4125 8.4467 -0.0364
C -1.0020 9.8262 -0.2150
C -2.4947 7.9176 -0.8495
H -0.0193 8.1252 1.4270
H -1.8266 10.5086 -0.0044
H -0.6559 9.9995 -1.2347
H -0.1858 10.0492 0.4696
H -3.3295 7.6041 -0.2209
H -2.1631 7.0568 -1.4310
H -2.8377 8.6980 -1.5243
*
```